(1)
Entry from the OMol25 dataset: a structure of composition C5H11N (the ωB97M-V functional and the def2-TZVPD basis).

Computed properties:
LUMO level   0.7 eV
Energy   -251.71072 Eh
ΔE to the lowest compared entry with this formula, charge and spin   398.6 kJ/mol
Net charge   0

Last column: Löwdin charge in e.
Geometry (Å):
C1 -1.112 -1.359 -0.697  -0.100
C2 -1.194 1.728 -0.422  0.096
C3 1.341 -1.206 0.847  -0.044
N1 -0.553 -0.095 -0.268  -0.085
C4 0.645 0.010 0.284  -0.472
C5 1.160 1.293 0.422  -0.051
H1 -0.426 -1.936 -1.326  0.080
H2 -1.387 -1.982 0.164  0.082
H3 -1.756 1.727 0.505  0.056
H4 -0.662 2.656 -0.585  0.032
H5 -1.781 1.472 -1.295  0.035
H6 -2.024 -1.160 -1.264  0.078
H7 0.654 -1.862 1.385  0.070
H8 1.794 -1.784 0.038  0.085
H9 2.138 -0.904 1.524  0.075
H10 1.929 1.504 1.156  0.030
H11 1.233 1.899 -0.468  0.035



(2)
Entry from the OMol25 dataset: the molecule C5H11N (the ωB97M-V functional and the def2-TZVPD basis).

Computed properties:
LUMO level   1.3 eV
Energy   -251.80504 Eh
ΔE to the lowest compared entry with this formula, charge and spin   150.9 kJ/mol
SMILES string   CC(C)N1CC1
Net charge   0

Last column: Löwdin charge in e.
Geometry (Å):
C1 1.625 -0.456 0.669  -0.065
C2 0.121 -0.522 0.416  -0.466
C3 -0.291 -1.786 -0.325  -0.067
N1 -0.191 0.560 -0.478  -0.151
C4 -1.462 1.196 -0.641  -0.138
C5 -0.257 1.967 -0.146  -0.139
H1 2.174 -0.514 -0.280  0.084
H2 1.904 0.484 1.163  0.075
H3 1.934 -1.286 1.307  0.075
H4 -0.412 -0.469 1.387  0.141
H5 0.253 -1.855 -1.275  0.085
H6 -1.363 -1.757 -0.558  0.075
H7 -0.084 -2.668 0.279  0.074
H8 -2.304 0.856 0.018  0.119
H9 -1.807 1.338 -1.665  0.091
H10 0.508 2.524 -0.736  0.110
H11 -0.347 2.387 0.866  0.098